{"formula": "C25H63N3O9P2", "method": "ωB97M-V/def2-TZVPD", "species": ["H", "H", "C", "H", "H", "C", "H", "O", "H", "H", "N", "H", "H", "H", "H", "C", "C", "H", "H", "P", "P", "O", "H", "C", "N", "H", "H", "H", "H", "H", "C", "C", "H", "H", "C", "H", "H", "O", "H", "H", "C", "H", "C", "C", "O", "H", "O", "H", "N", "H", "H", "H", "C", "H", "H", "H", "C", "H", "H", "H", "H", "O", "H", "H", "C", "C", "H", "C", "H", "H", "H", "H", "H", "H", "H", "H", "H", "H", "H", "H", "H", "H", "H", "C", "C", "O", "H", "O", "H", "C", "H", "H", "O", "C", "C", "C", "H", "H", "C", "H", "C", "C"], "coordinates": [[-6.57606, -1.86107, 5.65725], [-7.65574, 0.17569, 4.80182], [-0.84466, -2.39745, -1.85711], [-5.97684, 1.72120, 6.66574], [-5.22637, -0.00738, -5.17100], [0.03162, -3.22089, -9.21346], [1.06303, -3.38485, -1.61777], [-0.53590, -1.36716, -0.91269], [-0.06515, -4.26954, -8.91791], [-0.54141, -3.07395, -10.12876], [-2.27605, -1.19956, 3.74108], [8.47875, 1.75536, 4.45999], [-7.26591, 0.56480, 2.08839], [0.99992, -2.24266, -2.96481], [-1.24235, -1.06193, -3.50140], [-3.36508, 0.58768, 2.17876], [-3.69785, 0.05245, -6.67523], [-0.05311, -0.67382, -1.37867], [-5.42240, 2.59253, 2.65555], [-2.13811, 1.12010, 0.91006], [-5.66667, 1.49670, 0.70808], [6.46131, -1.25991, 3.84884], [-2.05633, 0.04834, 0.01174], [-4.73615, 0.11288, 1.62266], [-4.43868, -1.88713, -0.02859], [0.20637, -3.51676, -6.45513], [-3.42354, -0.99307, -6.55097], [-3.51849, 1.48457, 2.78913], [6.87548, 3.82151, 1.05080], [-3.87081, 2.66925, -5.73986], [0.29705, -2.48819, -6.81656], [-5.91621, 0.63288, 6.67331], [-6.83325, 0.24519, 7.12536], [1.08341, -3.02359, -9.42441], [-0.48816, -2.31628, -8.10800], [5.89940, -0.95157, 1.23774], [-2.78098, 0.60856, -6.89599], [-1.87881, -2.53787, -7.88089], [-2.66048, -1.42618, -2.51759], [3.65286, 1.97284, 0.93386], [-5.66319, -1.42352, 5.24231], [-5.07546, 0.33434, 7.29909], [5.42000, -1.80183, 1.73226], [-1.75399, -1.85245, -2.94385], [-6.84429, 0.54250, 4.43075], [-0.42646, -1.27564, -8.43292], [2.25070, 3.81132, 2.25733], [5.78999, -3.10090, 3.40254], [-7.21392, 0.94607, 1.14573], [-1.38036, -3.15079, -1.27718], [8.17936, -1.95373, 1.88703], [8.25910, -3.12094, 3.21288], [-2.75529, -0.41917, 3.05173], [-2.04066, -2.63117, -3.65241], [7.54013, -3.58964, 1.66242], [2.38909, 1.14912, 1.84206], [7.50883, 3.92134, 1.93226], [5.25616, -2.58269, 0.98801], [-0.09061, -1.82535, -6.04219], [8.94853, 1.79658, 1.55485], [0.20745, -3.81800, -3.10821], [-5.37803, 2.77520, 1.70612], [1.40046, 3.35668, 2.19108], [6.57206, 2.30288, 2.97677], [7.58141, 2.60423, 2.68685], [-4.34617, 0.59167, -5.41203], [-5.54254, -1.79905, 4.22588], [-4.57546, -1.01145, 0.69734], [-1.98991, -3.44945, -7.58690], [-4.86467, 0.52114, 4.81423], [7.10675, 4.71653, 2.56112], [-4.81453, -1.76901, 5.83037], [4.45222, -1.47029, 2.10900], [9.47419, 2.97119, 3.65352], [-5.21316, 2.40494, -4.62042], [1.78904, 1.99789, 4.20282], [-5.45608, 2.19295, -6.36283], [6.91261, -0.52612, 3.41051], [1.35628, -2.27283, -6.96385], [4.08447, 0.98207, 2.33633], [3.48031, 1.83270, 4.69762], [8.50733, 4.21953, 1.59935], [2.65324, 3.39312, 4.86121], [0.43132, -3.00212, -2.41934], [-4.75148, 2.05081, -5.54233], [-3.46593, 0.40703, -4.30140], [-5.36557, -0.22017, 2.45439], [-0.85072, 1.54466, 1.50298], [-2.84427, 2.14399, 0.26037], [-5.76127, 0.09135, 5.26423], [-2.67017, 0.92320, -4.47418], [4.12844, 3.44175, 2.87467], [8.05579, 1.56086, 1.83176], [3.18266, 2.89571, 2.82764], [6.29467, -2.28950, 2.87457], [2.75650, 2.50620, 4.23524], [8.07312, 3.47193, 4.61259], [-7.88642, 1.70595, 1.08843], [3.34268, 1.67632, 1.93704], [-4.36008, 0.13589, -7.53840], [7.64883, -2.77387, 2.37888], [8.44926, 2.70831, 3.93088]], "mulliken_charge": [0.414, 0.334, 0.374, 0.361, 0.241, -1.417, 0.347, -0.465, 0.363, 0.337, -0.490, 0.316, 0.282, 0.344, 0.198, 0.324, -1.251, 0.325, 0.331, 0.584, 0.288, -0.552, -0.071, 1.075, -0.482, 0.326, 0.278, 0.450, 0.321, 0.354, -1.144, -1.546, 0.386, 0.376, 0.489, 0.236, 0.305, -0.501, 0.221, 0.337, -1.283, 0.384, -1.125, -0.994, -0.496, 0.266, -0.594, 0.326, -0.603, 0.269, 0.262, 0.323, -0.413, 0.404, 0.374, 0.399, -1.479, 0.439, 0.166, 0.315, 0.368, -0.489, 0.359, -0.101, 0.933, 0.418, 0.291, -0.197, 0.327, -0.065, 0.375, 0.361, 0.230, 0.349, 0.326, 0.279, 0.386, 0.291, 0.417, 0.054, 0.337, 0.439, 0.345, -1.396, -1.355, -0.429, -0.440, -0.569, 0.104, 0.875, 0.293, 0.110, -0.498, 0.471, 0.416, -1.214, 0.383, 0.302, -0.862, 0.412, -1.237, -1.341], "energy_ha": -2514.479464, "orbital_gap_ev": 9.982, "total_charge": 0, "smiles": "N#C[C@@H]([PH2]=O)[C@H](C#N)P(N)O.CC(C)O.CC(C)O.CC(C)O.CC(C)O.CC(C)O.CC(C)O.CC(C)O"}